Record 1
The following is a quantum chemistry calculation of a cluster of 8 separate species, C58H143N7O9 in total in a non-equilibrium geometry, from OMol25.

```
217
C58H143N7O9 (ωB97M-V with the def2-TZVPD basis set)
C 1.4776 -1.1555 4.3372
C 1.5130 -2.4583 5.1284
N 0.6930 -3.5794 4.5076
C -0.6940 -2.9954 4.2603
C 1.1899 -3.9741 3.1463
C 2.5529 -4.6665 3.0678
C 0.7168 -4.8288 5.3909
C 0.2323 -4.6130 6.8020
O -0.9432 -3.8538 6.8889
C -1.5025 -3.8715 8.2221
H 0.5154 -0.7843 3.9967
H 2.1527 -1.2205 3.4825
H 1.8763 -0.3068 4.8985
H 1.0508 -2.2033 6.0819
H 2.4968 -2.8873 5.3079
H -1.3426 -3.8683 4.2131
H -0.7334 -2.3176 3.4113
H -0.9866 -2.4522 5.1544
H 1.2472 -3.0304 2.5980
H 0.3830 -4.5533 2.6998
H 2.3996 -5.7512 3.1032
H 3.2580 -4.4345 3.8605
H 2.9428 -4.6046 2.0520
H 1.7420 -5.1860 5.3439
H 0.1048 -5.5404 4.8334
H 1.0166 -4.1023 7.3702
H 0.0863 -5.6227 7.1983
H -0.7145 -3.4417 8.8481
H -1.7745 -4.8782 8.5275
H -2.3197 -3.1586 8.2574
C 4.6508 5.0244 -2.2013
C 4.1858 5.8389 -1.0036
N 2.8729 6.5607 -1.2381
C 2.5146 7.4175 -0.0352
C 2.8834 7.3727 -2.5349
C 1.7711 8.3935 -2.6556
C 1.7270 5.5637 -1.3883
C 1.6296 4.4486 -0.3543
O 1.9716 4.8347 0.9249
C 2.2414 3.8177 1.8959
H 4.7587 5.5708 -3.1343
H 4.0020 4.1660 -2.3849
H 5.6449 4.6710 -1.9246
H 4.9050 6.6474 -0.8515
H 4.1509 5.3126 -0.0540
H 2.9888 6.9997 0.8455
H 1.4423 7.4496 0.1238
H 2.8838 8.4185 -0.2430
H 2.8984 6.6321 -3.3286
H 3.8476 7.8807 -2.5818
H 1.7016 9.2151 -1.9473
H 0.7820 7.9647 -2.8201
H 2.0063 8.9007 -3.5973
H 1.8131 5.0611 -2.3549
H 0.8145 6.1439 -1.5083
H 2.1821 3.5421 -0.6624
H 0.6123 4.0137 -0.3834
H 1.5046 3.0146 1.8845
H 2.2921 4.3587 2.8368
H 3.2390 3.4005 1.7248
C -1.2057 3.9873 -2.9567
C -2.6193 3.7543 -3.5224
N -2.9738 4.6705 -4.6936
C -3.0241 6.0676 -4.1208
C -1.9108 4.7436 -5.7835
C -1.4169 3.3665 -6.2826
C -4.3178 4.2886 -5.2930
C -5.4937 4.3795 -4.3520
O -6.0071 5.5964 -3.8534
C -6.4507 6.4807 -4.9066
H -1.0755 4.9898 -2.5563
H -0.5403 3.7904 -3.7934
H -1.0113 3.3080 -2.1302
H -3.4058 3.7297 -2.7708
H -2.7346 2.7501 -3.9432
H -3.3111 6.7381 -4.9345
H -2.0351 6.4518 -3.8847
H -3.7366 6.1363 -3.3054
H -1.0430 5.2991 -5.4402
H -2.4284 5.3023 -6.5597
H -1.0433 2.7312 -5.4876
H -0.7079 3.6759 -7.0514
H -2.1886 2.8307 -6.8363
H -4.1705 3.2771 -5.6658
H -4.5254 4.9485 -6.1379
H -5.2563 3.8311 -3.4393
H -6.3516 3.8517 -4.7848
H -5.7309 6.8368 -5.6442
H -6.8487 7.3599 -4.4043
H -7.3054 5.9962 -5.3823
C 4.1197 -0.0188 -2.2060
C 2.9043 -0.5072 -2.9837
N 2.5956 -1.9658 -2.8373
C 2.4396 -2.2917 -1.3514
C 1.3108 -2.3482 -3.5501
C 0.9716 -3.8125 -3.6322
C 3.8038 -2.8325 -3.2671
C 4.3640 -2.6350 -4.6491
O 3.2672 -2.7609 -5.5376
C 3.5720 -2.6402 -6.9104
H 4.0399 -0.0902 -1.1201
H 4.3765 1.0262 -2.3771
H 5.0108 -0.5732 -2.5046
H 3.0488 -0.4123 -4.0620
H 1.9796 0.0225 -2.7578
H 3.4336 -2.3963 -0.9352
H 1.9833 -3.2797 -1.3190
H 1.7729 -1.5409 -0.9365
H 1.3568 -1.9124 -4.5433
H 0.5019 -1.8453 -3.0120
H 1.7375 -4.3935 -4.1537
H 0.1143 -3.9004 -4.2992
H 0.8702 -4.3664 -2.6986
H 3.3788 -3.8254 -3.1163
H 4.5600 -2.7514 -2.4905
H 5.2391 -3.2768 -4.7604
H 4.6638 -1.5853 -4.7468
H 2.6949 -2.5468 -7.5506
H 4.0883 -3.5295 -7.2823
H 4.1865 -1.7544 -7.1021
C -3.6053 -0.9306 0.2142
C -4.5079 0.1603 -0.3824
N -5.9809 -0.1557 -0.6219
C -6.0524 -1.3633 -1.4991
C -6.6719 -0.4646 0.6951
C -8.1183 -0.9473 0.5718
C -6.6104 1.0337 -1.3729
C -6.4340 2.3472 -0.5910
O -5.2905 3.0070 -1.0820
C -4.9634 4.2050 -0.3759
H -2.7275 -0.4766 0.6792
H -3.2332 -1.6617 -0.5033
H -4.0631 -1.4858 1.0353
H -4.0567 0.5363 -1.2994
H -4.5842 1.0309 0.2660
H -7.0143 -1.4599 -1.9913
H -5.8305 -2.2286 -0.8745
H -5.2319 -1.3316 -2.2152
H -6.6887 0.4516 1.2825
H -6.0473 -1.1728 1.2332
H -8.5598 -1.2797 1.5092
H -8.2482 -1.7010 -0.2030
H -8.7678 -0.1115 0.2974
H -7.6740 0.8208 -1.4272
H -6.0796 1.1470 -2.3137
H -6.3174 2.1645 0.4830
H -7.3504 2.9323 -0.7108
H -5.8236 4.8722 -0.3184
H -4.0830 4.6848 -0.7948
H -4.6916 3.9531 0.6555
C 5.3332 2.8774 7.0225
C 5.0853 1.5040 6.3545
N 6.2573 0.5109 6.3258
C 7.3780 1.1423 5.5453
C 6.7256 0.2441 7.7616
C 7.9809 -0.6066 7.8343
C 5.7702 -0.7738 5.6807
C 5.8660 -0.8401 4.1857
O 4.9908 0.1437 3.6064
C 4.8178 -0.0810 2.2195
H 4.3792 3.3953 7.0321
H 6.1026 3.3735 6.4331
H 5.7155 2.7978 8.0375
H 4.7876 1.6079 5.3145
H 4.2817 0.9742 6.8668
H 8.1011 0.3994 5.2372
H 7.7978 1.9717 6.1117
H 6.9453 1.6694 4.6939
H 5.8880 -0.2121 8.2883
H 6.8736 1.2173 8.2230
H 8.7403 -0.5725 7.0554
H 7.7031 -1.6636 7.8260
H 8.4676 -0.3726 8.7798
H 4.7231 -0.9209 5.9445
H 6.3487 -1.5478 6.1816
H 5.4543 -1.7879 3.8165
H 6.8406 -0.6593 3.7262
H 4.1844 0.6590 1.7366
H 4.3540 -1.0597 2.0458
H 5.7777 -0.0670 1.6897
C -5.2832 -7.9391 -2.7445
C -4.9997 -7.2468 -1.4222
N -3.5627 -6.7725 -1.1898
C -2.7848 -7.9917 -0.8215
C -2.9051 -6.2017 -2.4350
C -3.7010 -5.0606 -3.0308
C -3.5000 -5.7779 -0.0214
C -2.1315 -5.1951 0.3377
O -1.6724 -4.2623 -0.6052
C -0.9368 -3.1891 0.0135
H -6.1232 -8.6141 -2.5805
H -4.5241 -8.6295 -3.1179
H -5.4757 -7.2302 -3.5444
H -5.2124 -7.8756 -0.5572
H -5.6283 -6.3754 -1.2298
H -2.8046 -8.6867 -1.6649
H -3.0921 -8.6341 0.0026
H -1.7263 -7.7511 -0.7293
H -2.9709 -7.0076 -3.1679
H -1.8450 -6.0703 -2.2477
H -3.2619 -4.8087 -3.9963
H -3.7046 -4.1365 -2.4471
H -4.7496 -5.3031 -3.1853
H -3.9298 -6.3156 0.8213
H -4.1438 -4.9757 -0.3805
H -1.3984 -5.9901 0.5155
H -2.3570 -4.7656 1.3227
H -1.4713 -2.7637 0.8636
H -0.8706 -2.3953 -0.7287
H 0.0465 -3.5469 0.3238
C -0.1239 0.6485 -0.5177
C 0.5808 0.0780 0.7341
O 1.7768 0.4248 0.9501
O -0.0693 -0.6389 1.5409
H -1.1914 0.4392 -0.4742
H 0.3622 0.2063 -1.3878
H -0.0492 1.7351 -0.5486
```

Values from the calculation:
- LUMO energy: -10.42 eV
- Multiplicity: 1
- Net charge: +6
- Molar mass: 1082.82 g/mol
- Energy relative to the best compared isomer or geometry (same formula, charge and spin): 0.0 kcal per mole

Atomic partial charges in e from the Mulliken method, atoms 1 to 8: atom 1 (C): -0.990, atom 2 (C): -0.828, atom 3 (N): 1.041, atom 4 (C): -1.101, atom 5 (C): 0.505, atom 6 (C): -1.723, atom 7 (C): -0.569, atom 8 (C): -1.027

Record 2
The following is a quantum chemistry calculation of a structure of composition C21H17BrN3O2Zr in a non-equilibrium geometry, from OMol25.

```
45
C21H17BrN3O2Zr (ωB97M-V with the def2-TZVPD basis set)
Zr -6.0153 -13.2980 7.7202
O -5.7846 -8.4135 10.5089
C -5.8576 -9.2635 9.4689
C -5.5086 -8.9358 8.1433
C -5.5870 -9.8673 7.1392
N -6.0218 -11.1325 7.4282
C -6.1966 -11.4409 8.7292
Br -3.5065 -13.7309 7.2507
C -6.3301 -10.5813 9.7531
H -5.6700 -7.4160 10.2943
H -5.2464 -7.9378 7.8558
H -5.4366 -9.7124 6.0564
H -6.7037 -10.8858 10.7072
C -10.3689 -13.7613 9.1780
C -10.9657 -14.4745 8.1179
C -10.3137 -14.5286 6.9049
C -8.9556 -14.1122 6.8338
N -8.3686 -13.4934 7.9008
C -9.1079 -13.2265 9.0410
C -8.1343 -14.2366 5.6326
C -8.7837 -14.4851 4.4248
C -8.0092 -14.9099 3.3410
C -6.6049 -14.8319 3.4793
C -5.9841 -14.5427 4.6678
C -6.7418 -14.2321 5.8307
H -10.9129 -13.6529 10.1515
H -11.9545 -14.9214 8.3021
H -10.7892 -14.9493 6.0567
H -8.6554 -12.5363 9.7644
H -9.8913 -14.4397 4.3852
H -8.4528 -15.1916 2.4048
H -5.9609 -15.0101 2.6311
H -4.9101 -14.5968 4.7231
O -6.1747 -14.4286 9.3917
N -6.0694 -15.7244 9.7051
C -5.8123 -15.9841 11.0217
C -5.5879 -17.2813 11.3681
C -5.7291 -18.3020 10.4225
C -6.0813 -18.0035 9.1091
C -6.3187 -16.6919 8.7897
H -5.7583 -15.1379 11.6771
H -5.1477 -17.5323 12.3840
H -5.5255 -19.3167 10.7397
H -6.2337 -18.7878 8.3811
H -6.5507 -16.3662 7.7680
```

Values from the calculation:
- LUMO energy (spin up / spin down): -6.89 / -10.06 eV
- Multiplicity: 2
- Net charge: +2
- Molar mass: 514.51 g/mol
- Energy relative to the best compared isomer or geometry (same formula, charge and spin): 0.0 kcal per mole

Atomic partial charges in e from the Mulliken method, atoms 1 to 8: atom 1 (Zr): 0.844, atom 2 (O): -0.508, atom 3 (C): 0.844, atom 4 (C): -0.602, atom 5 (C): -0.570, atom 6 (N): -0.380, atom 7 (C): 0.058, atom 8 (Br): -0.504

Record 3
The following is a quantum chemistry calculation of a structure of composition C4H10N2O2 in a non-equilibrium geometry, from OMol25.

```
18
C4H10N2O2 (ωB97M-V with the def2-TZVPD basis set)
C -0.2361 1.0629 1.2688
N -0.1573 0.7003 -0.1477
N -1.1044 1.4491 -0.9068
C 1.4029 0.9170 -0.7927
O 2.3012 1.0884 -0.0568
H -1.8764 0.7994 -1.0926
H -0.6788 1.6635 -1.8056
H 1.1922 0.0046 -1.6244
H 0.5909 0.6032 1.8037
H -1.1857 0.7206 1.6821
H -0.1736 2.1454 1.3601
C 0.2428 -1.8437 0.5839
C -0.4399 -0.9857 -0.4579
O -1.5914 -1.1707 -0.8438
H 0.5043 -0.9600 -1.4710
H 1.2550 -1.4923 0.7893
H -0.3370 -1.8399 1.5078
H 0.2913 -2.8621 0.2037
```

Values from the calculation:
- LUMO energy (spin up / spin down): -0.38 / -0.38 eV
- Multiplicity: 1
- Net charge: 0
- Molar mass: 118.14 g/mol
- Energy relative to the best compared isomer or geometry (same formula, charge and spin): 138.0 kcal per mole

Atomic partial charges in e from the Mulliken method, atoms 1 to 8: atom 1 (C): -0.945, atom 2 (N): 0.313, atom 3 (N): -0.839, atom 4 (C): 0.106, atom 5 (O): -0.355, atom 6 (H): 0.299, atom 7 (H): 0.258, atom 8 (H): 0.271

Record 4
The following is a quantum chemistry calculation of the molecule C2H4O2 in a non-equilibrium geometry, from OMol25.

```
8
C2H4O2 (ωB97M-V with the def2-TZVPD basis set)
O 1.7128 -0.0629 -0.1462
C 0.5445 -0.3716 0.3642
C -0.7967 0.0107 -0.0787
O -0.2727 -1.3001 -0.1036
H 1.8794 -0.7779 -0.7302
H 0.5514 -0.2559 1.5961
H -1.8327 0.1614 0.4281
H -0.8318 0.3922 -1.0463
```

Values from the calculation:
- LUMO energy: 0.99 eV
- Multiplicity: 1
- Net charge: 0
- Molar mass: 60.05 g/mol
- Energy relative to the best compared isomer or geometry (same formula, charge and spin): 70.7 kcal per mole

Population analysis type Mulliken, resulting atomic charges in e: atom 1 (O): -0.432, atom 2 (C): 0.338, atom 3 (C): -0.405, atom 4 (O): -0.401, atom 5 (H): 0.308, atom 6 (H): 0.185, atom 7 (H): 0.203, atom 8 (H): 0.202

Record 5
The following is a quantum chemistry calculation of a structure of composition CH4InO in a non-equilibrium geometry, from OMol25.

```
7
CH4InO (ωB97M-V with the def2-TZVPD basis set)
In 31.7642 -7.8314 -33.4737
C 33.4339 -5.8213 -35.5529
O 32.5040 -6.0071 -34.4869
H 34.0189 -4.9068 -35.4554
H 34.1814 -6.6123 -35.6133
H 32.9318 -5.6682 -36.5082
H 31.8874 -5.2826 -34.6153
```

Values from the calculation:
- LUMO energy: -23.08 eV
- Multiplicity: 1
- Net charge: +3
- Molar mass: 146.86 g/mol
- Energy relative to the best compared isomer or geometry (same formula, charge and spin): 42.6 kcal per mole

Population analysis type Mulliken, resulting atomic charges in e: atom 1 (In): 2.026, atom 2 (C): -0.270, atom 3 (O): -0.310, atom 4 (H): 0.366, atom 5 (H): 0.336, atom 6 (H): 0.363, atom 7 (H): 0.490

Record 6
The following is a quantum chemistry calculation of the molecule C3H2N2O2 in a non-equilibrium geometry, from OMol25.

```
9
C3H2N2O2 (ωB97M-V with the def2-TZVPD basis set)
C -0.0718 -0.9813 0.1413
C -0.6271 0.3343 0.1676
C -2.6836 -0.8476 -0.3261
N -0.7524 -2.0309 0.1827
N -1.9463 0.2269 -0.0586
O -3.8437 -0.1605 -0.0093
O -3.0800 1.0058 0.1902
H 1.0063 -1.0436 0.0022
H -0.0920 1.2456 -0.0211
```

Values from the calculation:
- LUMO energy (spin up / spin down): -0.74 / -1.65 eV
- Multiplicity: 1
- Net charge: 0
- Molar mass: 98.06 g/mol
- Energy relative to the best compared isomer or geometry (same formula, charge and spin): 231.3 kcal per mole

Atomic partial charges in e from the Mulliken method, atoms 1 to 8: atom 1 (C): 0.166, atom 2 (C): -0.322, atom 3 (C): -0.280, atom 4 (N): -0.457, atom 5 (N): 0.327, atom 6 (O): -0.049, atom 7 (O): -0.117, atom 8 (H): 0.362